Computed, not measured: the molecule C7H4N4O in a non-equilibrium geometry, with ωB97M-V/def2-TZVPD.

For the HOMO-LUMO gap, the calculation gives 8.58 eV. The LUMO energy is -0.29 eV. For the maximum force, the calculation gives 4.839 eV/Å. The SMILES is N#Cc1ncn2ccc(=O)[nH]c12. As for the total charge: 0.

XYZ file:
```
16
Properties=species:S:1:pos:R:3:mulliken_charge:R:1
O 1.36 1.44 -2.58 -0.621
N -1.15 -0.51 2.19 -0.589
N 0.08 2.72 3.24 -0.488
N -0.39 -0.87 0.11 0.081
N 0.68 1.10 -0.49 -0.114
C 0.01 0.45 0.43 0.473
C -0.17 1.80 2.54 0.088
C -1.11 -1.35 1.17 -0.121
C -0.01 -1.48 -1.10 -0.056
C 0.60 -0.79 -2.07 -0.679
C -0.46 0.62 1.75 0.111
C 0.90 0.64 -1.79 0.514
H -1.52 -2.35 1.25 0.353
H 0.86 2.12 -0.39 0.283
H 0.78 -1.11 -3.12 0.356
H -0.47 -2.43 -1.12 0.410
```

Computed, not measured: a cluster of 3 separate species, C4H15N2O3 in total in a non-equilibrium geometry, with ωB97M-V/def2-TZVPD.

For the HOMO-LUMO gap, the calculation gives 7.97 eV. The LUMO energy is 3.88 eV. For the maximum force, the calculation gives 2.376 eV/Å. As for the total charge: -1.

XYZ file:
```
24
Properties=species:S:1:pos:R:3:mulliken_charge:R:1
O -0.46 -1.20 -2.97 -0.735
O 1.44 1.66 0.06 -0.825
O 0.12 3.33 1.35 -0.745
N -0.73 0.86 -0.69 -0.465
N 1.22 -0.92 1.47 -0.871
C 0.14 -1.21 0.50 0.909
C -0.85 0.01 0.55 -1.191
C 0.67 1.32 -0.99 -0.589
C -0.61 -2.46 1.02 -1.340
H -1.33 1.67 -0.53 0.294
H 0.82 2.77 0.75 0.400
H 0.57 2.18 -1.68 0.330
H 1.34 0.09 1.54 0.292
H 2.11 -1.24 1.10 0.242
H -0.63 -0.67 -2.16 0.331
H 0.40 -0.86 -3.25 0.344
H -0.08 -2.96 1.83 0.429
H 0.50 -1.21 -0.52 0.300
H -0.84 -3.17 0.21 0.273
H 1.07 0.45 -1.55 0.226
H -0.63 0.69 1.37 0.488
H -1.64 -2.20 1.21 0.268
H -1.86 -0.40 0.47 0.410
H -0.73 3.46 0.92 0.223
```

Computed, not measured: the molecule C4H8BrClO2 in a non-equilibrium geometry, with ωB97M-V/def2-TZVPD.

For the HOMO-LUMO gap, the calculation gives 10.51 eV. The LUMO energy is 0.54 eV. For the maximum force, the calculation gives 4.593 eV/Å. The SMILES is C[C@](O)(CBr)[C@H](O)Cl. As for the total charge: 0.

XYZ file:
```
16
Properties=species:S:1:pos:R:3:mulliken_charge:R:1
Br 2.92 0.15 -0.14 -0.187
Cl -1.47 2.14 -0.02 -0.201
O 0.02 0.88 1.68 -0.471
O -0.07 0.11 -1.77 -0.534
C -0.12 -0.08 -0.39 0.760
C -0.03 1.18 0.36 -0.286
C 1.37 -1.01 -0.02 -0.663
C -1.32 -0.91 0.00 -1.399
H 0.83 1.73 -0.06 0.454
H -2.16 -0.67 -0.76 0.315
H 1.60 -1.78 -0.88 0.368
H 0.64 1.52 2.11 0.355
H -1.78 -0.69 0.99 0.290
H -1.19 -1.98 -0.04 0.365
H -0.44 0.94 -1.97 0.397
H 1.20 -1.51 0.90 0.436
```

Computed, not measured: a structure of composition C6H6BaO18 in a non-equilibrium geometry, with ωB97M-V/def2-TZVPD.

For the HOMO-LUMO gap, the calculation gives 6.39 eV. The LUMO energy is 8.65 eV. For the maximum force, the calculation gives 3.765 eV/Å. As for the total charge: -4.

XYZ file:
```
31
Properties=species:S:1:pos:R:3:mulliken_charge:R:1
Ba 21.77 22.09 -7.33 2.277
O 23.97 23.07 -8.68 -0.554
O 25.02 23.59 -4.64 -0.521
O 23.85 21.70 -5.42 -0.753
O 20.90 19.39 -6.38 -0.609
O 20.45 19.81 -11.27 -0.459
O 20.73 17.35 -5.31 -0.536
O 22.70 19.80 -11.23 -0.757
O 19.37 26.20 -8.78 -0.822
O 17.34 21.80 -5.60 -0.771
O 22.85 23.58 -5.04 -0.871
O 24.69 23.07 -10.79 -0.573
O 25.76 24.30 -9.23 -0.777
O 18.39 24.77 -7.35 -0.498
O 21.33 19.16 -4.20 -0.840
O 18.88 20.99 -4.22 -0.530
O 19.48 22.31 -5.96 -0.738
O 20.40 24.30 -8.20 -0.586
O 21.56 20.95 -9.71 -0.591
C 20.98 18.71 -5.34 0.712
C 23.91 22.87 -5.02 0.906
C 21.65 20.19 -10.69 0.454
C 19.46 25.14 -8.11 0.466
C 24.84 23.50 -9.48 0.481
C 18.55 21.76 -5.30 0.624
H 19.83 20.80 -4.39 0.275
H 20.44 19.69 -12.22 0.255
H 18.71 23.94 -6.93 0.414
H 24.53 24.44 -4.65 0.289
H 21.07 17.42 -4.38 0.282
H 24.03 22.36 -10.71 0.351
```

Computed, not measured: a structure of composition C23H26N5V, with ωB97M-V/def2-TZVPD.

For the HOMO-LUMO gap (alpha / beta), the calculation gives 6.89 / 7.41 eV. The LUMO energy (alpha / beta) is -2.29 / -2.40 eV. For the maximum force, the calculation gives 0.964 eV/Å. As for the spin multiplicity: 4. As for the total charge: +1. Its expectation value of S² is 3.7604.

XYZ file:
```
55
Properties=species:S:1:pos:R:3:mulliken_spin:R:1
V -0.28 0.01 0.00 2.818
N 1.57 0.00 3.80 0.002
N -0.79 -1.89 -0.79 -0.160
N 0.03 0.00 2.20 0.025
N -0.79 1.90 -0.79 -0.168
N 0.94 0.00 -1.54 0.009
C 0.48 -3.60 -2.04 -0.011
C 2.34 -1.67 -2.79 0.002
C -2.32 0.01 5.08 0.009
C 0.36 -2.29 -1.62 0.018
C 2.48 -3.00 -3.20 -0.003
C 0.00 0.00 5.81 0.000
C 0.34 2.29 -1.67 0.032
C -0.88 2.76 0.42 0.045
C 1.56 -3.97 -2.84 0.009
C -2.08 1.94 -1.53 0.079
C 1.33 0.00 2.48 0.051
C -1.35 0.01 6.09 0.001
C 1.49 3.94 -2.96 0.010
C 0.34 0.00 4.46 -0.010
C -1.97 0.00 3.75 0.039
C 1.24 1.26 -2.05 0.016
C -0.94 -2.75 0.42 0.042
C 2.41 2.97 -3.32 -0.004
C -0.61 0.00 3.45 -0.028
C 1.26 -1.27 -2.01 0.021
C 2.30 1.65 -2.87 0.001
C 0.44 3.58 -2.13 -0.011
C -2.05 -1.92 -1.57 0.077
H 3.33 -3.27 -3.82 0.000
H 1.67 -4.99 -3.17 0.001
H 0.08 2.77 0.93 -0.001
H -1.72 -2.34 1.06 0.003
H -0.25 -4.34 -1.74 0.001
H 3.24 3.23 -3.97 0.000
H -3.37 0.01 5.35 0.000
H 1.59 4.95 -3.32 0.001
H -1.93 -1.31 -2.47 -0.005
H -2.87 -1.52 -0.97 0.013
H -0.29 4.32 -1.83 0.001
H -1.99 1.34 -2.43 -0.006
H 0.75 0.00 6.59 0.000
H -2.31 2.97 -1.81 0.012
H 3.09 -0.96 -3.10 0.003
H -2.72 0.00 2.96 0.021
H -1.66 0.01 7.13 0.000
H 2.49 0.00 4.22 0.000
H 3.04 0.94 -3.19 0.003
H 2.12 0.00 1.75 0.008
H -2.29 -2.94 -1.86 0.012
H -1.64 2.37 1.09 0.003
H -1.14 3.79 0.15 0.004
H 0.00 -2.77 0.96 0.000
H -1.21 -3.77 0.15 0.004
H -2.87 1.55 -0.90 0.013
```

Computed, not measured: the molecule C4H4N2 in a non-equilibrium geometry, with ωB97M-V/def2-TZVPD.

For the HOMO-LUMO gap, the calculation gives 10.43 eV. The LUMO energy is 0.64 eV. For the maximum force, the calculation gives 7.314 eV/Å. The SMILES is c1cncnc1. As for the total charge: 0.

XYZ file:
```
10
Properties=species:S:1:pos:R:3:mulliken_charge:R:1
N 1.43 -0.62 -0.04 -0.511
N -0.93 -1.08 -0.01 -0.470
C -0.25 1.05 -0.18 -0.402
C 1.11 0.70 0.02 -0.118
C -1.30 0.09 -0.07 0.060
C 0.32 -1.38 -0.05 0.130
H 1.88 1.37 0.01 0.475
H 0.76 -2.49 -0.10 0.283
H -2.44 0.16 0.16 0.343
H -0.58 2.21 0.25 0.210
```

Computed, not measured: the molecule C2H4N4, with ωB97M-V/def2-TZVPD.

For the HOMO-LUMO gap (alpha / beta), the calculation gives 8.45 / 7.55 eV. The LUMO energy (alpha / beta) is -0.97 / -1.71 eV. For the maximum force, the calculation gives 0.509 eV/Å. As for the total charge: 0.

XYZ file:
```
10
Properties=species:S:1:pos:R:3:mulliken_charge:R:1
N 0.33 -1.45 -0.22 -0.340
N -1.99 -0.72 0.18 -0.560
N 2.14 0.12 -0.17 -0.428
N -0.16 0.58 -0.46 -0.452
C 0.86 -0.31 -0.21 0.585
C -1.42 0.41 -0.02 0.111
H 2.26 1.10 0.04 0.243
H -2.92 -0.60 0.60 0.233
H 2.85 -0.51 0.15 0.249
H -1.94 1.37 0.10 0.358
```

Computed, not measured: the molecule C15H15N3, with ωB97M-V/def2-TZVPD.

For the HOMO-LUMO gap, the calculation gives 8.26 eV. The LUMO energy is 0.64 eV. For the maximum force, the calculation gives 0.704 eV/Å. The SMILES is c1ccc(CCNc2nc3ccccc3[nH]2)cc1. As for the total charge: 0.

XYZ file:
```
33
Properties=species:S:1:pos:R:3:mulliken_charge:R:1
N 1.68 0.33 -1.34 -0.842
N -0.41 1.05 -0.57 0.047
N 1.42 0.50 0.88 0.015
C 5.05 -0.88 -0.40 -0.408
C -3.87 -1.48 -1.11 -0.619
C 2.84 -0.08 -0.73 0.578
C -4.29 -1.21 1.23 -0.586
C -3.74 0.06 1.18 -0.288
C -3.26 0.57 -0.02 0.678
C -2.62 1.94 -0.05 -1.376
C 0.87 0.66 -0.37 0.195
C 3.72 -0.33 1.55 -0.859
C -4.35 -1.98 0.08 -0.396
C 2.70 0.02 0.68 0.479
C -1.15 1.86 0.37 -0.543
C -3.33 -0.21 -1.16 -0.244
C 4.04 -0.53 -1.27 -0.641
C 4.90 -0.78 0.98 -0.465
H -3.92 -2.08 -2.01 0.366
H -0.59 1.25 -1.55 0.278
H -2.96 0.18 -2.10 0.310
H -4.78 -2.97 0.12 0.376
H 0.98 0.65 1.76 0.184
H -3.14 2.61 0.63 0.442
H 4.16 -0.61 -2.34 0.413
H 3.60 -0.25 2.62 0.372
H -2.68 2.36 -1.06 0.437
H -4.66 -1.59 2.17 0.373
H 5.72 -1.05 1.63 0.371
H -3.69 0.66 2.07 0.372
H 5.99 -1.23 -0.79 0.367
H -0.73 2.88 0.45 0.313
H -1.09 1.39 1.35 0.301
```

Computed, not measured: a structure of composition C18H17N4O5Rh, with ωB97M-V/def2-TZVPD.

For the HOMO-LUMO gap, the calculation gives 7.47 eV. The LUMO energy is -0.57 eV. For the maximum force, the calculation gives 0.412 eV/Å. As for the total charge: 0.

XYZ file:
```
45
Properties=species:S:1:pos:R:3:mulliken_charge:R:1
Rh -0.58 0.86 -0.14 -0.085
O -0.59 2.31 -1.44 -0.695
O 0.08 -1.59 -1.21 -0.746
O 3.53 -1.46 2.47 -0.653
O -0.42 -0.29 1.51 -0.937
O -3.41 1.97 -0.12 -0.561
N -2.59 0.88 -0.35 0.514
N -0.89 -0.87 -0.96 0.842
N 1.36 0.79 0.06 0.126
N 1.83 -0.04 1.06 -1.057
C 2.89 2.83 -2.52 -0.795
C 0.08 -2.04 3.57 -0.490
C 0.30 -2.93 4.60 -0.777
C 0.50 2.70 -2.09 0.675
C -4.58 -0.34 -1.06 -1.514
C 0.31 3.59 -3.17 -0.528
C -2.45 -2.60 -1.62 -1.536
C 2.66 -2.81 4.17 -0.668
C 2.45 -1.91 3.13 0.328
C 2.19 1.44 -0.67 0.114
C -3.12 -0.19 -0.81 0.564
C 1.82 2.31 -1.76 0.434
C 0.82 -0.57 1.74 1.233
C 1.60 -3.31 4.90 -0.323
C 1.38 4.07 -3.89 -0.420
C -2.15 -1.23 -1.12 0.532
C 2.68 3.69 -3.57 -0.726
C 1.13 -1.51 2.82 0.444
H -5.07 -0.72 -0.16 0.307
H 3.25 1.31 -0.46 0.366
H -0.70 3.87 -3.40 0.417
H 3.89 2.53 -2.26 0.329
H -2.83 2.72 -0.33 0.395
H -5.02 0.62 -1.30 0.405
H 3.22 -0.83 1.78 0.584
H -3.48 -2.86 -1.42 0.415
H 3.52 4.06 -4.15 0.401
H 1.79 -4.01 5.70 0.374
H -0.53 -3.32 5.17 0.410
H 3.68 -3.10 4.39 0.425
H -2.26 -2.68 -2.69 0.295
H -1.79 -3.31 -1.12 0.374
H 1.19 4.75 -4.72 0.376
H -0.93 -1.72 3.32 0.422
H -4.77 -1.04 -1.87 0.412
```

Computed, not measured: the ion C8H11N5 with charge +2 in a non-equilibrium geometry, with ωB97M-V/def2-TZVPD.

For the HOMO-LUMO gap, the calculation gives 7.51 eV. The LUMO energy is -9.15 eV. For the maximum force, the calculation gives 4.774 eV/Å. The SMILES is C=C1C=NC=C/C1=N/C1=[NH+][NH2+]CN1. As for the total charge: +2.

XYZ file:
```
24
Properties=species:S:1:pos:R:3:mulliken_charge:R:1
N -0.07 -1.30 0.28 -0.444
N 2.21 -1.02 0.77 -0.152
N 2.74 0.62 -0.81 0.056
N 1.38 0.41 -0.67 -0.253
N -3.81 0.41 -0.29 -0.351
C 3.33 -0.50 0.05 -0.572
C -1.50 0.61 0.22 1.296
C 1.02 -0.62 0.21 0.193
C -2.84 1.21 0.03 -0.527
C -0.67 1.40 0.85 -1.537
C -1.36 -0.85 0.16 0.716
C -2.56 -1.57 -0.11 -0.608
C -3.70 -0.88 -0.60 -0.116
H -0.05 0.94 1.53 0.477
H -2.69 -2.60 -0.18 0.464
H 0.66 1.21 -0.95 0.388
H 2.98 1.52 -0.48 0.356
H 2.34 -1.85 1.37 0.283
H 3.90 -1.12 -0.49 0.389
H -4.38 -1.41 -1.24 0.423
H 3.01 0.61 -1.80 0.377
H -0.84 2.44 0.98 0.406
H -3.09 2.23 0.45 0.340
H 3.99 0.10 0.70 0.395
```

Computed, not measured: a cluster of 2 separate species, C15H17BrF4N5O2 in total in a non-equilibrium geometry, with ωB97M-V/def2-TZVPD.

For the HOMO-LUMO gap, the calculation gives 6.98 eV. The LUMO energy is -4.48 eV. For the maximum force, the calculation gives 2.074 eV/Å. As for the total charge: +1.

XYZ file:
```
44
Properties=species:S:1:pos:R:3:mulliken_charge:R:1
Br -2.39 3.29 0.27 -0.098
F -7.29 1.34 -0.72 -0.263
F -6.79 -0.78 -0.45 -0.251
F -5.31 0.76 0.04 -0.237
F 5.43 1.85 2.84 -0.309
O 2.23 -2.53 1.50 -0.201
O -4.70 -0.41 -2.47 -0.418
N -0.43 -2.27 -0.42 -0.446
N -1.46 -2.22 -1.25 -0.615
N 0.26 -1.20 -0.60 1.374
N -0.28 -0.40 -1.52 -0.134
N 1.42 -0.83 0.06 -0.822
C 6.57 0.16 4.00 -0.508
C 4.80 -1.70 2.93 0.058
C 6.70 -1.19 4.32 -0.340
C -5.82 0.41 -2.27 -0.683
C -1.04 1.92 0.02 -0.666
C -3.47 0.22 -2.22 -0.283
C 0.28 0.88 -1.96 -0.793
C -6.30 0.42 -0.83 0.855
C -0.40 2.12 -1.35 -0.623
C 1.84 -1.72 0.83 0.737
C -2.36 -0.59 -2.92 -0.628
C 5.56 0.55 3.15 0.288
C 4.67 -0.36 2.61 -0.315
C 5.81 -2.12 3.79 -0.709
C -1.38 -1.07 -1.92 0.529
H -0.31 2.03 0.81 0.460
H -3.30 0.23 -1.15 0.289
H 1.34 0.85 -1.72 0.466
H 4.12 -2.43 2.51 0.457
H 5.92 -3.17 4.04 0.386
H 0.16 0.90 -3.03 0.429
H 0.38 2.86 -1.24 0.428
H -1.57 0.98 0.13 0.298
H -2.77 -1.43 -3.47 0.451
H -1.84 0.04 -3.63 0.253
H 7.48 -1.51 4.99 0.377
H 3.89 0.00 1.95 0.206
H -6.64 0.00 -2.86 0.373
H -1.12 2.53 -2.04 0.414
H -5.68 1.43 -2.61 0.394
H 7.25 0.90 4.40 0.431
H -3.47 1.26 -2.54 0.389
```

Computed, not measured: a cluster of 2 separate species, C5H7ClN2OS in total in a non-equilibrium geometry, with ωB97M-V/def2-TZVPD.

For the HOMO-LUMO gap, the calculation gives 8.36 eV. The LUMO energy is -0.21 eV. For the maximum force, the calculation gives 3.227 eV/Å. The SMILES is [S-][N+]#CCl.CC(C)N=C=O. As for the total charge: 0.

XYZ file:
```
17
Properties=species:S:1:pos:R:3:mulliken_charge:R:1
Cl 2.94 -0.24 -1.11 -0.045
S 2.40 3.60 0.79 -0.192
O 1.97 -2.17 1.65 -0.534
N 0.31 -0.69 0.83 -0.300
N 2.52 2.19 0.10 -0.123
C 2.41 1.15 -0.45 0.304
C -2.06 -0.86 0.49 -1.514
C 1.14 -1.46 1.22 0.606
C -0.84 -0.03 0.25 0.629
C -0.70 0.17 -1.24 -1.116
H -2.91 -0.59 -0.23 0.302
H -1.38 0.89 -1.77 0.322
H 0.32 0.48 -1.49 0.170
H -2.42 -0.69 1.44 0.439
H -0.90 0.90 0.87 0.211
H -0.90 -0.76 -1.68 0.378
H -1.89 -1.86 0.33 0.463
```

Look up the maximum force of the sixth one. 7.314 eV/Å

Repeat the seventh record exactly.
Computed, not measured: the molecule C2H4N4, with ωB97M-V/def2-TZVPD.

For the HOMO-LUMO gap (alpha / beta), the calculation gives 8.45 / 7.55 eV. The LUMO energy (alpha / beta) is -0.97 / -1.71 eV. For the maximum force, the calculation gives 0.509 eV/Å. As for the total charge: 0.

XYZ file:
```
10
Properties=species:S:1:pos:R:3:mulliken_charge:R:1
N 0.33 -1.45 -0.22 -0.340
N -1.99 -0.72 0.18 -0.560
N 2.14 0.12 -0.17 -0.428
N -0.16 0.58 -0.46 -0.452
C 0.86 -0.31 -0.21 0.585
C -1.42 0.41 -0.02 0.111
H 2.26 1.10 0.04 0.243
H -2.92 -0.60 0.60 0.233
H 2.85 -0.51 0.15 0.249
H -1.94 1.37 0.10 0.358
```

Look up the total charge of the ninth one. 0

Among the records above, which one has the highest maximum force? C4H4N2